{"formula": "C6H16N3", "method": "ωB97M-V/def2-TZVPD", "symbols": ["C", "C", "C", "C", "C", "C", "N", "N", "N", "H", "H", "H", "H", "H", "H", "H", "H", "H", "H", "H", "H", "H", "H", "H", "H"], "coordinates": [[0.6705, -1.1742, 1.7849], [1.1680, 0.8540, 3.0366], [-0.1666, -0.2054, -2.6020], [-1.6781, -0.7665, -0.8137], [-1.0070, 1.5973, -1.2244], [-0.5732, 0.1949, -1.1735], [1.4731, -0.3357, 2.6732], [1.0581, -1.0174, 0.2598], [0.5845, 0.1127, -0.2862], [0.9129, -2.1530, 2.0506], [-0.4653, -0.9630, 2.0432], [0.1646, 1.2199, 2.7704], [1.8788, 1.5287, 3.4776], [-1.1148, -0.5912, -2.9839], [0.0982, 0.6012, -3.3898], [0.7024, -0.8581, -2.7762], [-1.3935, -1.8423, -0.5116], [-2.4504, -0.7848, -1.5078], [-2.2083, -0.5105, 0.1675], [-0.1249, 2.2030, -1.4362], [-1.6269, 1.7367, -2.0876], [-1.5579, 1.8313, -0.3404], [2.4627, -0.5476, 2.8915], [2.0830, -1.0643, 0.1854], [1.1102, 0.9341, -0.2073]], "mulliken_charge": [-0.549, -0.177, -1.410, -1.680, -1.816, 1.692, -0.023, -0.570, 0.027, 0.372, 0.322, 0.265, 0.297, 0.327, 0.303, 0.345, 0.307, 0.519, 0.289, 0.524, 0.401, 0.378, 0.308, 0.289, 0.261], "charge": 1, "lumo_ev": [-5.1, -5.1], "smiles": "C=[NH+]CNNC(C)(C)C", "e_above_lowest_kj_mol": 269.0, "spin_multiplicity": 1}

=====

{"formula": "C6H16N3", "method": "ωB97M-V/def2-TZVPD", "symbols": ["C", "C", "C", "C", "C", "C", "N", "N", "N", "H", "H", "H", "H", "H", "H", "H", "H", "H", "H", "H", "H", "H", "H", "H", "H"], "coordinates": [[4.1329, 0.6728, -0.2715], [-3.1022, 0.4124, -1.1548], [-4.1387, 0.1576, 1.1012], [2.6267, 0.4521, -0.3528], [2.2330, -0.8389, 0.3934], [-3.5448, -0.3641, -0.1686], [1.1033, -1.5254, -0.2127], [-0.5250, -0.0527, 0.1502], [-0.0929, -1.1459, -0.3046], [4.6646, -0.0728, -0.8527], [4.3848, 1.6536, -0.6686], [4.4765, 0.6218, 0.7584], [-2.7261, 0.0013, -2.0771], [-3.2005, 1.4866, -1.1144], [1.2762, -2.4245, -0.6543], [-3.3972, 0.6944, 1.6937], [-4.5384, -0.6488, 1.7075], [-4.9421, 0.8585, 0.8839], [2.3327, 0.3723, -1.4018], [2.1187, 1.3186, 0.0756], [3.0706, -1.5352, 0.3720], [2.0007, -0.6208, 1.4403], [-3.4839, -1.4405, -0.2645], [-1.5350, 0.1365, -0.0862], [0.0597, 0.6315, 0.6328]], "mulliken_charge": [-1.407, -0.844, -0.964, -0.118, -0.830, 0.020, 0.204, 0.087, -0.325, 0.377, 0.368, 0.370, 0.348, 0.328, 0.307, 0.255, 0.337, 0.314, 0.329, 0.329, 0.449, 0.343, 0.338, 0.188, 0.198], "charge": 1, "lumo_ev": -3.9, "e_above_lowest_kj_mol": 156.8, "spin_multiplicity": 1}

=====

{"formula": "C6H16N3O", "method": "ωB97M-V/def2-TZVPD", "symbols": ["C", "C", "C", "C", "C", "C", "N", "N", "N", "O", "H", "H", "H", "H", "H", "H", "H", "H", "H", "H", "H", "H", "H", "H", "H", "H"], "coordinates": [[0.6963, 0.0901, 1.9602], [-0.4101, 1.2585, 3.6887], [-0.5970, 0.4716, -3.8399], [0.0818, -0.1414, 3.3227], [-0.6487, -1.0482, -3.6476], [-0.2642, -1.6124, -1.2139], [-0.1324, -0.1367, 0.9983], [1.8743, 0.6858, 1.8193], [0.2347, -0.0307, -0.3560], [0.0954, -1.4885, -2.5012], [0.1708, 1.8553, 4.3523], [-0.7618, 1.8339, 2.8508], [-1.2995, 1.2793, 4.3171], [-1.1451, 0.8813, -4.6172], [-0.8776, 1.0553, -2.8877], [0.3839, 0.7197, -3.9349], [0.7981, -0.5481, 3.9690], [-0.4804, -1.0388, 3.1462], [-0.1964, -1.4782, -4.4493], [-1.7756, -1.2754, -3.6210], [-1.3121, -1.9684, -1.0143], [0.3265, -2.4408, -0.8608], [2.2409, 0.8146, 2.7207], [1.9216, 1.4353, 1.1691], [1.1949, 0.1391, -0.3696], [-0.1181, 0.6878, -1.0010]], "mulliken_charge": [0.482, -1.097, -1.131, -0.460, -0.157, -0.196, -0.640, -0.549, -0.066, -0.325, 0.364, 0.337, 0.338, 0.410, 0.181, 0.397, 0.433, 0.294, 0.336, 0.265, 0.346, 0.322, 0.255, 0.220, 0.381, 0.261], "charge": 1, "lumo_ev": -3.1, "e_above_lowest_kj_mol": 422.5, "spin_multiplicity": 1}

=====

{"formula": "C6H16N3O", "method": "ωB97M-V/def2-TZVPD", "symbols": ["C", "C", "C", "C", "C", "C", "N", "N", "N", "O", "H", "H", "H", "H", "H", "H", "H", "H", "H", "H", "H", "H", "H", "H", "H", "H"], "coordinates": [[-1.2212, -0.8703, -0.9658], [1.5340, -1.0519, -1.3946], [1.9316, -0.5321, 0.9909], [-1.9706, 1.2963, 0.8238], [-1.0439, -0.4514, 2.1898], [-0.2009, -0.3847, 0.0091], [-1.3367, -2.1961, -0.9390], [1.0975, -0.7717, -0.0298], [-0.7197, 0.4006, 1.0486], [-1.7899, -0.0807, -1.6747], [0.7190, -1.1886, -2.0672], [1.9848, -0.0867, -1.8115], [2.3489, -1.6969, -1.3736], [3.0027, -0.5095, 0.8996], [0.3246, 2.3475, -0.9605], [1.6942, -0.6519, 2.0007], [-1.9587, 2.2214, 1.4712], [-2.1443, 1.5119, -0.2238], [-2.8918, 0.8525, 1.1614], [-0.1144, -0.8440, 2.5910], [-1.5824, 0.1205, 3.0015], [-1.5808, -1.2748, 1.7477], [0.5202, 2.0170, -1.6099], [-0.6750, -2.7320, -0.4727], [-1.9443, -2.6976, -1.5153], [0.1028, 1.1515, 1.3909]], "mulliken_charge": [-0.004, -1.006, -0.546, -0.903, -0.796, -0.235, -0.222, 0.252, 0.154, -0.582, 0.374, 0.376, 0.413, 0.274, -0.012, 0.216, 0.338, 0.432, 0.409, 0.187, 0.435, 0.409, 0.027, 0.219, 0.223, 0.567], "charge": 1, "lumo_ev": -3.6, "e_above_lowest_kj_mol": 480.4, "spin_multiplicity": 1}

=====

{"formula": "C6H16N4", "method": "ωB97M-V/def2-TZVPD", "symbols": ["C", "C", "N", "C", "N", "N", "H", "H", "H", "H", "H", "H", "H", "H", "H", "C", "C", "C", "N", "H", "H", "H", "H", "H", "H", "H"], "coordinates": [[1.7974, 0.2683, 1.3480], [0.2487, 2.5838, 0.8761], [0.8752, 0.2373, 0.1956], [0.4124, 1.5765, -0.2122], [1.4406, -0.5833, -0.7379], [0.0958, 1.8751, -1.3863], [1.1277, -0.3356, -1.6756], [0.1608, -2.1042, -1.4288], [0.2265, 1.1426, -2.0832], [1.2913, 0.5504, 2.2696], [2.6147, 0.9546, 1.1308], [2.2194, -0.7308, 1.4373], [-0.3356, 3.4131, 0.4859], [-0.2514, 2.1659, 1.7470], [1.2200, 2.9673, 1.1861], [-1.8601, 0.0272, 0.2450], [-0.7836, -2.5306, -1.8067], [-0.5535, -0.5037, 0.7294], [-0.5016, -1.5214, 1.4390], [0.4039, -1.8887, 1.7055], [-1.8271, 0.2723, -0.8096], [-2.6189, -0.7351, 0.4085], [-1.3461, -1.7656, -2.3303], [-1.3948, -2.9475, -1.0156], [-0.5264, -3.3164, -2.5088], [-2.1355, 0.9286, 0.7907]], "mulliken_charge": [-1.247, -1.356, 1.205, 0.597, -1.310, -0.677, 0.129, 0.330, 0.235, 0.404, 0.398, 0.436, 0.353, 0.381, 0.346, -1.318, -1.100, 0.690, -0.623, 0.275, 0.320, 0.366, 0.201, 0.242, 0.357, 0.367], "lumo_ev": 0.7, "e_above_lowest_kj_mol": 339.2, "spin_multiplicity": 1}

=====

{"formula": "C6H16N6PS", "method": "ωB97M-V/def2-TZVPD", "symbols": ["C", "C", "C", "C", "C", "C", "N", "N", "N", "N", "N", "N", "P", "S", "H", "H", "H", "H", "H", "H", "H", "H", "H", "H", "H", "H", "H", "H", "H", "H"], "coordinates": [[1.2622, 0.3412, 0.8056], [1.6619, -0.3345, -1.5253], [2.5670, -0.1098, 1.2625], [-1.0229, -2.6672, -0.7975], [-0.2648, 2.6061, -1.0855], [-2.1078, 0.4180, 2.2436], [0.5769, -1.2813, -1.8361], [1.2051, 0.5424, -0.5099], [-0.3574, -1.4082, -0.7164], [-0.1127, 1.1506, -0.9953], [-1.0933, 0.5406, 1.1953], [0.2197, 0.5000, 1.5672], [-1.3070, 0.0821, -0.5541], [-3.0017, 0.2331, -1.3215], [2.3915, -0.9998, -1.1443], [1.9798, 0.2414, -2.4141], [2.4728, -1.1143, 1.7342], [3.0826, 0.5471, 1.9845], [3.1394, -0.1812, 0.2593], [-0.1790, -3.4276, -0.5943], [-1.8272, -2.8265, -0.0230], [-1.6261, -2.9208, -1.7117], [0.0433, 3.0694, -0.0935], [0.3589, 3.0382, -1.8973], [-1.3232, 2.8904, -1.1318], [-3.0013, 0.1988, 1.6642], [-1.8889, -0.2173, 3.0109], [-2.3450, 1.4439, 2.6643], [0.0590, -0.9083, -2.5799], [0.4382, 0.5534, 2.5400]], "mulliken_charge": [0.858, -0.565, -1.214, -0.844, -0.813, -0.930, -0.495, 0.002, 0.142, -0.152, -0.092, -0.099, 0.313, -0.322, 0.414, 0.310, 0.335, 0.430, 0.290, 0.318, 0.307, 0.279, 0.280, 0.311, 0.280, 0.316, 0.350, 0.348, 0.324, 0.320], "charge": 1, "lumo_ev": -3.1, "smiles": "CC1=[NH+]N(C)[P@]2(=S)N(C)NCN1N2C", "e_above_lowest_kj_mol": 0.0, "spin_multiplicity": 1}

=====

{"formula": "C6H16NO", "method": "ωB97M-V/def2-TZVPD", "symbols": ["C", "O", "C", "C", "C", "C", "C", "N", "H", "H", "H", "H", "H", "H", "H", "H", "H", "H", "H", "H", "H", "H", "H", "H"], "coordinates": [[2.7258, 0.3206, 0.5368], [3.0973, 0.6206, -0.8247], [1.3283, 0.8936, 0.9356], [0.2717, 0.6663, -0.2382], [0.3724, -0.6829, -0.8156], [-0.0534, -1.8405, -0.0533], [-1.5987, -1.7458, 0.1645], [-2.6962, 1.8730, -0.2361], [2.6509, -0.7854, 0.4681], [3.5450, 0.5046, 1.2269], [2.4910, 0.2393, -1.4524], [1.5028, 1.9708, 1.0053], [0.9392, 0.5435, 1.8899], [-0.6913, 0.8807, 0.2274], [0.4226, 1.4060, -1.0233], [-2.9270, 2.8271, -0.4475], [0.1162, -0.7377, -1.8790], [0.1194, -2.7517, -0.6189], [0.4575, -1.9104, 0.9026], [-1.9601, -2.6947, 0.5386], [-1.8504, -0.9998, 0.9222], [-3.2876, 1.5721, 0.5212], [-2.1445, -1.4300, -0.7252], [-2.8308, 1.2607, -1.0249]], "mulliken_charge": [-0.538, -0.486, -0.545, -0.358, 0.162, -0.484, -1.130, -0.691, 0.257, 0.415, 0.307, 0.373, 0.380, 0.272, 0.323, 0.230, 0.330, 0.371, 0.290, 0.389, 0.345, 0.227, 0.333, 0.228], "charge": 1, "lumo_ev": -7.0, "e_above_lowest_kj_mol": 378.3, "spin_multiplicity": 1}

=====

{"formula": "C6H16NO", "method": "ωB97M-V/def2-TZVPD", "symbols": ["C", "C", "C", "C", "C", "C", "N", "H", "H", "H", "H", "H", "H", "H", "H", "H", "H", "H", "H", "H", "H", "H", "H", "O"], "coordinates": [[1.7329, -0.2160, -0.3093], [0.9306, 0.0175, 0.9662], [-0.4817, -0.6792, 0.9484], [-1.5066, 0.1367, 1.7725], [-2.8858, -0.4671, 1.4929], [-3.9439, 0.3208, 1.4345], [1.2083, 0.4366, -1.5426], [2.8122, -0.0836, -0.2102], [1.8027, -1.2997, -0.4934], [0.6752, 1.0827, 1.0022], [1.4837, -0.2650, 1.8528], [-0.3334, -1.6543, 1.3927], [-0.8435, -0.7133, -0.0747], [-1.2581, 0.0903, 2.8337], [-1.5064, 1.1740, 1.4403], [-2.8296, -1.5073, 1.1879], [-4.9823, 0.1019, 1.2352], [-3.7657, 1.3512, 1.7392], [0.1913, 0.4323, -1.6264], [1.7725, 0.0911, -2.3519], [1.4777, 1.4197, -1.4574], [2.9903, 0.2970, -4.3462], [4.0828, -0.1710, -3.4604], [3.1766, 0.1048, -3.4259]], "mulliken_charge": [-0.867, -0.651, -0.704, -0.590, -0.180, -0.771, -0.174, 0.435, 0.361, 0.329, 0.448, 0.337, 0.388, 0.267, 0.430, 0.375, 0.294, 0.215, 0.360, 0.360, 0.372, 0.301, 0.301, -0.635], "charge": 1, "lumo_ev": -3.2, "e_above_lowest_kj_mol": 132.2, "spin_multiplicity": 1}

=====

{"formula": "C6H16NO4P", "method": "ωB97M-V/def2-TZVPD", "symbols": ["C", "C", "O", "C", "C", "O", "P", "C", "C", "O", "N", "O", "H", "H", "H", "H", "H", "H", "H", "H", "H", "H", "H", "H", "H", "H", "H", "H"], "coordinates": [[-2.5622, 1.4397, 0.8561], [-2.6972, 0.1481, 0.0671], [-1.5710, -0.7089, 0.1518], [-1.4403, -1.3776, 1.3886], [-0.0658, -2.0052, 1.4856], [0.9700, -1.0674, 1.4177], [1.6287, -0.5741, -0.1215], [1.1762, 1.1663, 0.1247], [2.4710, -0.2803, -1.8446], [2.9522, 1.0621, -2.0705], [2.2411, 1.6916, -3.0816], [2.7072, 2.7339, -3.3481], [-2.3270, 1.2654, 1.9058], [-3.5082, 1.9833, 0.8202], [-1.7910, 2.0796, 0.4277], [-2.8027, 0.3820, -0.9931], [-3.6039, -0.3947, 0.3637], [-2.2020, -2.1659, 1.4800], [-1.5774, -0.6942, 2.2337], [0.0426, -2.7927, 0.7258], [-0.0072, -2.4992, 2.4605], [0.7006, -1.4136, -0.7654], [2.8596, -1.0430, 0.3625], [0.4370, 1.2131, 0.9178], [2.0535, 1.7505, 0.3957], [0.7432, 1.5605, -0.7931], [3.3675, -0.9036, -1.9007], [1.8058, -0.5556, -2.6667]], "mulliken_charge": [-1.019, -0.331, -0.259, -0.301, -0.794, -0.502, 0.642, -0.976, -0.763, -0.150, 0.142, -0.354, 0.308, 0.395, 0.206, 0.297, 0.329, 0.360, 0.284, 0.358, 0.363, -0.029, -0.044, 0.280, 0.426, 0.285, 0.447, 0.401], "lumo_ev": 0.6, "smiles": "CCOCCO[PH2](C)CON=O", "e_above_lowest_kj_mol": 0.0, "spin_multiplicity": 1}